Entry 1:
Here is C30H25F5N4O8ScTe as an isolated structure in a non-equilibrium geometry from the OMol25 dataset. Energies are from ωB97M-V/def2-TZVPD.

```
74
Properties=species:S:1:pos:R:3:forces:R:3
Sc -0.767 0.360 0.428 0.13 -0.09 -0.35
O -1.376 -0.391 -1.373 0.01 -0.45 0.19
C -2.465 -0.752 -2.013 -0.88 0.54 0.88
C -2.441 -1.163 -3.348 0.05 -0.79 0.00
C -3.588 -1.477 -4.083 -0.84 0.92 1.74
C -4.873 -1.328 -3.480 1.18 -0.17 1.02
C -4.903 -0.986 -2.106 1.72 -0.30 -2.10
C -3.743 -0.690 -1.389 -0.27 0.24 1.22
C -3.977 -0.091 -0.032 2.28 0.77 -1.18
N -3.026 0.567 0.577 -1.43 -0.23 -0.62
N -3.457 1.560 1.482 -0.67 -0.90 -0.53
C -2.453 1.979 2.170 0.61 0.49 0.83
O -1.278 1.399 2.172 -0.54 0.74 -0.21
C -2.704 3.236 3.000 0.88 -1.13 -0.34
C -1.585 3.858 3.544 -0.83 -0.45 0.24
C -1.777 4.950 4.376 1.62 0.19 -0.06
C -3.025 5.462 4.573 -1.01 1.18 0.79
C -4.105 4.909 3.907 -1.51 0.22 0.34
C -3.990 3.761 3.183 1.71 -0.40 -0.94
H -1.430 -1.371 -3.659 0.11 0.19 -0.82
H -3.517 -1.753 -5.107 0.15 -0.33 -0.65
H -5.795 -1.550 -4.009 0.21 0.10 -0.01
H -5.787 -0.849 -1.582 -1.85 0.05 0.66
H -4.995 -0.010 0.312 -0.34 0.18 0.15
H -0.618 3.420 3.368 0.24 0.04 -0.08
H -0.880 5.415 4.797 -0.46 -0.07 0.11
H -3.237 6.307 5.262 0.48 -0.51 -0.63
H -5.109 5.339 3.960 0.38 0.12 0.30
H -4.756 3.310 2.596 -0.77 -0.18 0.02
C 3.256 -1.627 1.264 -0.37 0.74 0.54
C 1.799 -1.714 0.908 -0.58 -0.35 -0.33
O 1.080 -0.718 0.732 0.17 0.49 0.56
N 1.260 -2.935 0.723 0.65 -0.10 -0.09
C -0.125 -3.030 0.285 -0.95 0.33 -0.03
C -1.080 -2.856 1.480 0.30 -0.18 0.46
C -1.483 -3.995 2.214 0.10 1.88 -0.68
C -2.392 -3.848 3.252 -0.55 0.12 -0.17
C -2.854 -2.550 3.552 0.71 -0.03 0.20
C -2.257 -1.481 2.877 -1.21 -0.28 0.41
N -1.451 -1.618 1.841 0.83 -0.42 -0.90
H 3.592 -2.322 2.062 -0.43 0.36 -0.62
H 3.418 -0.580 1.548 0.14 -0.30 0.09
H 3.811 -1.805 0.358 0.33 -0.17 -0.32
H 1.964 -3.556 0.331 -0.36 -0.43 0.11
H -0.358 -4.035 -0.096 0.57 0.39 -0.19
H -0.349 -2.257 -0.497 0.16 -0.82 0.51
H -1.048 -4.893 1.847 -0.09 -0.98 0.24
H -2.780 -4.753 3.732 0.11 0.52 0.06
H -3.593 -2.285 4.326 0.49 -0.56 -0.42
H -2.530 -0.467 3.126 0.02 0.11 0.07
O 1.831 2.557 0.971 0.20 -0.08 -0.04
C 1.568 2.067 -0.114 1.40 0.24 -0.61
O 0.388 1.741 -0.516 -0.92 -0.69 0.20
C 2.666 1.871 -1.206 -1.36 -0.12 0.39
C 2.506 0.935 -2.236 -0.12 -0.13 0.40
C 3.402 0.932 -3.302 -0.38 -0.19 -0.84
C 4.368 1.898 -3.344 0.48 0.66 0.59
O 5.306 2.153 -4.302 0.23 -0.18 -1.07
C 6.235 3.045 -3.735 0.49 -0.72 1.84
O 5.582 3.738 -2.652 -1.08 -1.60 -0.20
C 4.511 2.827 -2.334 1.23 0.61 -0.31
C 3.695 2.809 -1.249 0.14 1.09 1.14
H 1.707 0.171 -2.230 0.45 0.71 0.16
H 3.253 0.288 -4.162 0.15 -0.23 0.26
H 6.615 3.749 -4.428 -0.08 0.75 -0.96
H 7.125 2.474 -3.340 -0.82 0.21 -0.06
H 3.821 3.553 -0.441 -0.25 -0.55 -0.48
F 3.034 -5.280 -2.390 0.07 -0.55 -0.13
Te 4.094 -3.757 -2.120 0.63 -0.05 -1.95
F 4.168 -4.127 -0.272 -0.22 -0.50 0.38
F 5.467 -5.048 -2.259 -0.14 0.82 -0.04
F 5.408 -2.482 -1.624 -0.11 -0.29 -0.62
F 4.386 -3.433 -4.061 0.04 -0.53 2.10
O 2.638 -2.777 -2.041 -0.44 1.02 0.39
```
Forces are in eV/Å.

Gap between HOMO and LUMO (eV): 7.730
Energy above the lowest of the compared OMol25 structures with the same formula, charge and spin (kJ/mol): 14.9
Total energy (a.u.): -3507.557824
Charge: -1
HOMO (eV): -5.8

***

Entry 2:
Here is an isolated ion of composition C4H5O2S and charge -1 in a non-equilibrium geometry from the OMol25 dataset. Energies are from ωB97M-V/def2-TZVPD.

```
12
Properties=species:S:1:pos:R:3:forces:R:3
C -0.468 1.086 0.517 -0.51 -1.76 -2.92
C -0.374 -0.252 0.701 1.88 -0.39 -2.10
C -0.394 1.013 -1.020 -2.09 0.46 -0.35
C -0.146 -0.495 -1.011 0.09 1.01 3.33
O 1.934 -0.490 2.152 -1.04 -0.31 -0.40
O 0.773 -2.588 1.527 -0.15 0.22 -0.25
S 0.628 -1.238 2.126 0.08 0.35 0.36
H -0.720 1.935 1.074 0.15 0.96 1.27
H -1.352 1.197 -1.609 0.20 -0.20 1.13
H 0.178 1.664 -1.635 1.73 0.64 0.05
H 0.835 -0.909 -1.187 0.28 0.19 -0.15
H -0.893 -0.924 -1.636 -0.61 -1.18 0.05
```
Forces are in eV/Å.

Gap between HOMO and LUMO (eV): 7.190
Energy above the lowest of the compared OMol25 structures with the same formula, charge and spin (kJ/mol): 340.3
Total energy (a.u.): -704.007383
Charge: -1
HOMO (eV): -3.2

***

Entry 3:
Here is a 2-piece molecular cluster, C5H8N2O3S overall in a non-equilibrium geometry from the OMol25 dataset. Energies are from ωB97M-V/def2-TZVPD.

```
19
Properties=species:S:1:pos:R:3:forces:R:3
C 2.197 0.871 -1.471 0.82 -0.47 0.26
C 2.910 -0.075 -0.790 0.08 0.72 -0.77
C 0.898 -0.019 -0.049 0.68 0.93 -1.30
C -0.807 -2.636 0.688 0.62 1.85 -0.04
C -1.514 2.023 0.461 0.12 -0.79 -0.11
N 0.929 0.889 -1.002 -0.62 -0.30 0.24
N -0.090 -0.283 0.783 -1.45 -2.04 1.20
O -2.486 -0.217 1.434 0.07 0.14 0.30
O -1.957 -0.211 -0.948 0.08 0.25 -0.26
O 2.093 -0.639 0.122 -0.40 -0.25 0.50
S -1.625 0.229 0.376 -0.14 0.32 -0.04
H 2.507 1.534 -2.252 0.21 0.05 -0.15
H 3.922 -0.419 -0.850 0.09 -0.13 0.05
H -0.533 -2.782 -0.339 0.05 -0.12 -0.21
H -0.114 -2.881 1.468 0.13 -0.16 0.16
H -1.826 -2.405 0.933 -0.23 -0.09 0.09
H -2.503 2.405 0.244 -0.21 -0.02 -0.01
H -1.210 2.275 1.468 0.03 0.07 0.18
H -0.791 2.344 -0.277 0.07 0.05 -0.09
```
Forces are in eV/Å.

Gap between HOMO and LUMO (alpha / beta) (eV): 7.690 / 5.910
Energy above the lowest of the compared OMol25 structures with the same formula, charge and spin (kJ/mol): 400.4
Total energy (a.u.): -928.601049
Charge: 0
HOMO (alpha / beta) (eV): -8.7 / -8.2

***

Among the records above, which one has the highest charge? C5H8N2O3S